Record 1
Here is C42H40BiN12 as an isolated structure from the OMol25 dataset. Energies are from the ωB97M-V functional and the def2-TZVPD basis.

The frontier orbital gap (spin up / spin down) is 5.75 / 5.25 eV. For the total energy, the calculation gives -2495.9004 Ha. Its LUMO energy (spin up / spin down) is -0.126 / -0.120 hartree.

```
! wB97M-V def2-TZVPD RIJCOSX def2/J DEFGRID3
* xyz 1 1
Bi 0.52986 0.67906 -0.73167
C 1.00743 3.29285 1.83548
C -0.19974 3.48776 0.89654
N -1.69286 1.93789 -0.27926
C -2.20384 2.88219 -1.27849
C -1.26635 3.05309 -2.47765
N -0.71642 1.77725 -2.95081
C 0.13804 1.93344 -4.14358
C 1.56764 2.41100 -3.83182
C 2.61606 1.30907 -3.58738
N 2.89383 1.05256 -2.16586
C 3.78125 2.01093 -1.51257
C 3.91192 1.65969 -0.03664
N 2.63467 1.78210 0.67848
C 2.35122 3.15920 1.11252
H 0.85060 2.41683 2.47051
H 1.06671 4.14588 2.51013
H 0.15830 3.48002 -0.13797
H -0.63409 4.47527 1.05594
H -2.41850 1.27247 -0.03720
H -2.41741 3.85739 -0.83612
H -3.15327 2.47981 -1.63718
H -0.42766 3.70453 -2.21840
H -1.82128 3.56673 -3.27163
H -1.46361 1.11757 -3.14591
H -0.32225 2.64572 -4.83649
H 0.17407 0.97095 -4.65730
H 1.54482 3.08690 -2.96881
H 1.90081 3.01671 -4.67509
H 3.53998 1.56882 -4.11411
H 2.26158 0.36885 -4.01857
H 3.29190 0.12381 -2.06978
H 3.36825 3.01551 -1.62940
H 4.77820 2.02516 -1.96856
H 4.68870 2.28859 0.41279
H 4.24508 0.62193 0.04716
H 2.63664 1.17923 1.49421
H 2.35498 3.80319 0.22835
H 3.15515 3.52399 1.76169
C -5.19632 -2.88015 -1.49761
C -4.60563 -3.28881 -2.69246
C -3.29001 -2.95813 -2.99384
C -2.59618 -2.18126 -2.08377
C -1.20146 -1.70738 -2.04923
N -1.08561 -0.86173 -0.96333
C -2.17759 -0.98336 -0.13306
N -2.30461 -0.52912 1.06392
C -1.21017 0.06435 1.86837
C -1.78548 1.27847 4.44854
C -2.06381 1.80710 5.70382
C -2.29044 3.16019 5.86864
C -2.26618 4.00456 4.75139
C -1.99135 3.50004 3.50365
C -1.71240 2.12160 3.31585
C -1.40589 1.57800 2.05598
N -1.57325 -0.09414 4.35269
C -1.30473 -0.62475 3.23209
N 0.19384 -0.19486 1.35604
C 0.77742 -1.36735 1.55042
N 1.97429 -1.76536 1.02039
C 2.14750 -1.92156 -0.27580
N 1.35987 -1.28545 -1.17992
C 1.04119 -2.13727 -2.21500
N -0.19973 -2.22887 -2.73641
C 2.06686 -3.17695 -2.20297
C 2.33297 -4.24074 -3.05688
C 3.35360 -5.11336 -2.71532
C 4.07375 -4.96220 -1.52579
C 3.78593 -3.93236 -0.64378
C 2.79384 -3.03012 -0.99672
C 0.12028 -2.40782 2.37488
C 0.54009 -3.73768 2.32839
C -0.12082 -4.69324 3.07749
C -1.18055 -4.32561 3.90275
C -1.58829 -3.00456 3.97002
C -0.95244 -2.05087 3.18967
N -1.25866 2.46075 0.98401
C -3.19061 -1.76993 -0.88490
C -4.48724 -2.12531 -0.56950
H -6.21991 -3.16181 -1.28555
H -5.18142 -3.88067 -3.39187
H -2.81360 -3.29758 -3.90524
H -2.10070 1.12090 6.54036
H -2.50202 3.56445 6.84995
H -2.48570 5.05793 4.86829
H -2.02875 4.15724 2.64468
H 1.75960 -4.37197 -3.96561
H 3.59456 -5.93556 -3.37774
H 4.85750 -5.66924 -1.28611
H 4.31928 -3.83015 0.29338
H 1.38644 -4.00717 1.71130
H 0.19357 -5.72728 3.02795
H -1.68347 -5.07676 4.49861
H -2.39995 -2.69444 4.61548
H -4.92779 -1.82657 0.37391
*
```

Record 2
Here is a 5-piece molecular cluster, C27H50BrF3O10S overall from the OMol25 dataset. Energies are from the ωB97M-V functional and the def2-TZVPD basis.

The frontier orbital gap is 8.54 eV. For the total energy, the calculation gives -5083.0115 Ha. The SMILES is CCSC[C@](CCC(F)(F)F)(OC=O)[C@H](Br)CC.CCOC(C)=O.CCOC(C)=O.CCOC(C)=O.CCOC(C)=O. Its LUMO energy is 0.024 hartree.

```
! wB97M-V def2-TZVPD RIJCOSX def2/J DEFGRID3
* xyz 0 1
C 3.50077 0.49743 0.92926
C 3.11406 1.15541 -0.39298
S 3.78551 0.29214 -1.85010
C 3.17301 -1.43128 -1.77138
C 2.59279 -1.88480 -3.10098
C 2.20159 -3.37741 -3.12159
C 2.91229 -4.33376 -2.14357
C 2.03150 -4.75288 -0.98734
F 0.91825 -5.43815 -1.43348
F 2.70886 -5.58484 -0.12195
F 1.57366 -3.70025 -0.25104
O 3.55659 -1.56009 -4.14122
C 4.52681 -2.47064 -4.37302
O 5.29789 -2.89804 -3.54992
C 1.35745 -1.06099 -3.53011
Br 0.04545 -1.00955 -2.10256
C 0.76343 -1.52927 -4.88191
C -0.59109 -2.22991 -4.87635
H 3.44904 -0.58484 0.84476
H 4.51284 0.75850 1.21358
H 2.78951 0.79815 1.69275
H 3.52621 2.15052 -0.47275
H 2.03524 1.20539 -0.49139
H 4.04888 -2.01526 -1.51951
H 2.46656 -1.52196 -0.95683
H 2.28675 -3.77944 -4.12499
H 1.14293 -3.41333 -2.88777
H 3.86704 -3.97713 -1.78599
H 3.11286 -5.26136 -2.67461
H 4.55789 -2.80588 -5.41481
H 1.69223 -0.04182 -3.67614
H 1.49821 -2.13325 -5.40318
H 0.63588 -0.63045 -5.48026
H -0.80301 -2.57734 -5.88685
H -1.38795 -1.54075 -4.62144
H -0.62394 -3.09961 -4.23018
C -1.47569 4.79979 -0.76471
C -0.93541 3.95836 0.37280
O 0.44968 3.65042 0.17952
C 1.42379 4.49501 0.54846
C 1.07330 5.90851 0.94692
O 2.56785 4.13758 0.47009
H -0.97278 5.76564 -0.82060
H -2.54173 4.97184 -0.63480
H -1.32021 4.28683 -1.71303
H -1.09399 4.42830 1.34319
H -1.43804 2.99512 0.40263
H 1.10607 6.54685 0.06680
H 1.82187 6.25416 1.65632
H 0.10188 6.01329 1.42006
C -3.05710 -3.31549 1.90770
C -4.30288 -2.53161 1.56112
O -4.00317 -1.28613 0.91897
C -3.80341 -1.18319 -0.40625
C -3.62407 -2.42891 -1.23021
O -3.70769 -0.09143 -0.88979
H -2.49882 -3.60045 1.01725
H -3.31660 -4.22474 2.44384
H -2.39635 -2.71154 2.53106
H -4.99726 -3.11534 0.95542
H -4.83638 -2.25177 2.46788
H -2.56173 -2.66634 -1.28244
H -3.98609 -2.22782 -2.23477
H -4.16280 -3.29413 -0.85188
C -4.40183 -7.80179 5.38237
C -4.98688 -7.59074 4.00181
O -4.14657 -6.77675 3.18007
C -3.12886 -7.27679 2.44856
C -2.66864 -8.69644 2.68536
O -2.57782 -6.55129 1.67267
H -3.45684 -8.34296 5.34001
H -5.09405 -8.36907 6.00435
H -4.21017 -6.84106 5.85903
H -5.21538 -8.53296 3.50271
H -5.92166 -7.03828 4.07409
H -1.87196 -8.68298 3.42770
H -2.26781 -9.07914 1.75136
H -3.45288 -9.37258 3.01634
C 1.07432 11.80889 2.80273
C 1.27433 10.31344 2.93021
O 0.75136 9.60318 1.80483
C 1.45794 9.39584 0.67910
C 2.74981 10.14639 0.45739
O 1.00440 8.65650 -0.14795
H 1.61652 12.21573 1.94936
H 1.42229 12.31528 3.70289
H 0.01811 12.03472 2.66023
H 2.31898 10.05016 3.09921
H 0.71249 9.93376 3.78117
H 2.52810 11.06405 -0.08556
H 3.39761 9.52620 -0.15553
H 3.28689 10.39258 1.36979
*
```

Record 3
Here is a 2-piece molecular cluster, H3N3O3 overall from the OMol25 dataset. Energies are from the ωB97M-V functional and the def2-TZVPD basis.

The frontier orbital gap is 9.38 eV. For the total energy, the calculation gives -391.4914 Ha. The SMILES is [H]/N=N/N=O.OO. Its LUMO energy is 0.010 hartree.

```
! wB97M-V def2-TZVPD RIJCOSX def2/J DEFGRID3
* xyz 0 1
H 1.31567 0.76771 -2.05624
N 1.50057 0.10130 -1.30833
N 2.13667 0.49657 -0.31885
N 2.46716 0.44029 0.77390
O 3.39503 0.38577 1.55274
O -1.29357 0.05287 0.15067
O -0.17828 -0.01860 1.04417
H -1.14232 -0.70771 -0.39034
H -0.43048 0.14885 1.91058
*
```

Record 4
Here is C5H5BBrN in the gas phase from the OMol25 dataset. Energies are from the ωB97M-V functional and the def2-TZVPD basis.

The frontier orbital gap is 8.32 eV. For the total energy, the calculation gives -2846.9169 Ha. The SMILES is BrBc1ccncc1. Its LUMO energy is -0.028 hartree.

```
! wB97M-V def2-TZVPD RIJCOSX def2/J DEFGRID3
* xyz 0 1
Br 0.12582 2.91355 2.71890
B -0.85865 1.39835 1.82970
C -0.29182 0.46400 0.59796
C -0.80789 0.65233 -0.98277
C -0.18968 -0.37840 -2.09580
N 0.78582 -1.50076 -1.87928
C 1.25930 -1.64640 -0.46069
C 0.81037 -0.76946 0.84883
H -1.94298 1.15148 2.27036
H -1.57705 1.48426 -1.30054
H -0.58814 -0.23514 -3.21243
H 2.02959 -2.53490 -0.25140
H 1.24532 -0.99891 1.91716
*
```